a) The ion C4H3N2O3 with charge -1, computed with wB97M-V/def2-TZVPD.

- SMILES: O=N/N=C\C=C=C([O-])O
- Gap between HOMO and LUMO (spin up / spin down): 0.265 / 0.265 hartree
- Total charge: -1

Each line ends with the Löwdin charge.
Positions of all 12 atoms, in Å:
O  2.665  -1.092  -0.750  0.00
O  -0.102  2.632  -0.102  -0.13
O  2.311  0.237  1.047  0.03
N  -0.633  1.541  0.174  -0.21
N  -1.723  1.064  -0.247  -0.01
C  -0.727  -1.086  -0.305  -0.16
C  0.479  -0.561  -0.159  0.04
C  1.848  -0.547  -0.015  -0.60
C  -1.877  -0.232  -0.349  -0.20
H  1.586  0.815  1.320  0.07
H  -0.944  -2.152  -0.272  0.08
H  -2.883  -0.620  -0.343  0.08

b) The ion C4H3N2O3 with charge -1, computed with wB97M-V/def2-TZVPD.

- SMILES: O=c1nccc([O-])n1O
- Gap between HOMO and LUMO: 0.294 hartree
- Total charge: -1

Each line ends with the Löwdin charge.
Positions of all 12 atoms, in Å:
O  0.987  -2.041  -0.027  -0.04
O  -2.593  0.834  0.043  -0.03
O  -1.504  -1.783  0.047  0.02
N  -0.512  1.775  0.082  0.08
N  -0.734  -0.614  0.113  0.01
C  1.369  0.325  0.034  -0.07
C  -1.351  0.677  0.025  -0.48
C  0.770  1.530  -0.020  -0.25
C  0.604  -0.857  0.064  -0.49
H  2.420  0.347  -0.284  0.09
H  1.481  2.318  0.178  0.09
H  -0.939  -2.511  -0.255  0.09

Which structure is most stable? b), by 0.1330 hartree over the runner-up.